No. 1
A 2-piece molecular cluster, C5H13N3O2 overall, computed with the ωB97M-V functional and the def2-TZVPD basis.

```
23
Properties=species:S:1:pos:R:3
O 1.54 -1.36 -3.06
O -0.66 -1.06 -2.83
N 2.09 -0.63 1.15
N -0.18 -0.58 1.37
N 1.06 1.45 1.19
C -1.44 0.11 1.54
C 0.61 -0.61 -2.97
C 0.89 0.07 1.26
C -2.35 -0.68 2.48
C 0.64 0.88 -3.14
H 2.01 -1.51 0.67
H -0.27 1.23 -3.61
H -1.89 0.17 0.54
H 0.35 1.98 1.67
H -1.70 -1.20 3.17
H -1.35 1.14 1.92
H 1.99 1.79 1.37
H 1.52 1.12 -3.74
H 0.85 1.39 -2.20
H -0.65 -2.01 -2.65
H -2.94 -1.42 1.94
H -3.02 -0.08 3.10
H 2.91 -0.19 0.81
```

calculated total energy	-513.0825	Ha
structure (SMILES)	CCN=C(N)N.CC(=O)O
LUMO level	0.729	eV
Kohn-Sham gap	0.346	Eh
strongest force on any atom	0.92	eV/Å

***

No. 2
A 9-piece molecular cluster, C14H40BIN3O13 overall at a distorted geometry, computed with the ωB97M-V functional and the def2-TZVPD basis.

```
72
Properties=species:S:1:pos:R:3
I -1.11 5.01 4.17
O -3.61 -4.26 -4.13
O -4.23 1.79 -0.39
O -1.25 -2.91 -2.28
O -4.25 -3.12 -6.32
O -0.67 4.29 1.29
O -3.24 -2.32 2.76
O -1.36 0.44 4.12
O 0.35 1.24 2.82
O -4.09 7.28 3.89
O 2.86 -0.22 3.24
O 1.28 -4.77 1.10
O 3.84 -0.51 -4.16
O -3.98 -1.10 -2.28
N -3.26 0.06 1.90
N -2.03 2.13 -1.56
N -2.00 1.92 1.01
C 4.02 -0.22 -0.74
C 4.38 1.58 1.27
C -1.03 -0.34 0.56
C 5.98 1.78 1.53
C 2.13 -2.05 -0.17
C 4.09 1.34 -0.32
C 0.54 -2.31 -0.04
C 2.49 -0.73 -1.05
C -3.28 -1.18 2.27
C -0.11 -1.48 1.22
C -1.87 0.55 1.61
C -0.95 0.72 2.95
C -1.42 4.00 2.26
C -2.58 2.91 1.97
B -2.79 1.93 -0.27
H -2.32 3.09 -1.88
H 0.25 -3.41 0.04
H -4.21 -3.60 -7.16
H -4.14 -3.52 -4.44
H 4.65 -0.35 -1.67
H 3.30 0.23 -4.47
H 0.78 -1.09 1.82
H 3.81 2.49 1.68
H -3.57 7.75 4.56
H 4.94 1.82 -0.95
H 2.67 -0.81 3.99
H 2.59 -1.85 0.88
H -3.49 -4.81 -4.91
H -3.42 3.48 1.41
H 4.45 -0.83 0.15
H -1.73 -0.86 -0.20
H -4.33 -1.93 -1.91
H 1.99 0.07 2.94
H 6.12 2.60 2.32
H -4.34 0.92 -0.86
H 6.46 2.15 0.56
H 0.08 -1.88 -1.02
H -3.71 -2.33 -6.47
H 6.49 0.79 1.80
H 2.34 -0.89 -2.17
H 0.90 -5.58 1.47
H 1.80 0.13 -0.72
H 3.95 -1.06 -4.94
H 2.68 -2.95 -0.63
H -3.61 6.45 3.76
H 3.13 1.93 -0.56
H -1.90 -2.20 -2.15
H 1.97 -4.52 1.72
H 4.09 0.66 1.91
H -0.71 -2.28 1.81
H -1.02 2.23 -1.36
H -0.32 0.33 -0.06
H -4.74 -0.73 -2.76
H -1.77 -3.64 -2.65
H -3.05 2.45 2.90
```

calculated total energy	-2022.3617	Ha
LUMO level	1.397	eV
net charge	-1
Kohn-Sham gap	0.230	Eh
strongest force on any atom	6.28	eV/Å

***

No. 3
C41H39IMnN5O4S2 as an isolated structure at a distorted geometry, computed with the ωB97M-V functional and the def2-TZVPD basis.

```
93
Properties=species:S:1:pos:R:3
I -6.83 -1.02 1.27
Mn -0.94 1.01 0.52
S -0.71 0.27 -1.97
S 1.48 1.65 1.54
O -0.28 -0.76 0.71
O 0.16 -2.91 1.04
O -1.68 0.82 2.73
O 3.01 -2.81 2.55
N -3.39 1.15 -0.12
N -2.92 -2.44 1.35
N 2.79 0.23 -0.29
N -2.71 -0.82 4.00
N 2.58 -0.72 1.85
C 1.94 -2.26 -3.55
C -2.49 0.45 3.58
C 0.28 4.52 -2.69
C -0.95 4.02 -0.64
C 0.40 -1.07 -2.09
C -3.30 1.49 4.32
C 4.66 -3.24 0.19
C -1.10 6.23 -1.72
C 2.68 1.28 -1.28
C 0.16 -1.89 0.34
C -5.70 0.10 -1.34
C -2.06 3.63 1.42
C 1.00 -1.27 -3.35
C -0.07 3.65 -1.69
C 3.31 -1.92 1.79
C 5.74 -3.41 -0.64
C -3.45 -5.09 1.95
C 2.33 0.30 0.96
C -2.95 -4.23 2.91
C -3.36 -3.28 0.42
C -5.47 -0.01 0.01
C -4.76 0.83 -2.07
C -1.45 5.35 -0.66
C 6.68 -2.40 -0.78
C 3.95 1.38 -2.11
C 4.10 0.22 -3.10
C -1.29 3.09 0.41
C -0.25 5.82 -2.71
C 4.46 -2.04 0.87
C -3.63 -4.61 0.66
C 0.74 -1.97 -1.05
C -3.65 1.33 -1.43
C 2.30 -3.12 -2.51
C 1.67 -2.98 -1.29
C 6.52 -1.22 -0.07
C -4.33 0.53 0.58
C -2.67 -2.92 2.56
C 5.42 -1.03 0.74
C -2.30 5.79 0.38
C -1.98 -2.01 3.55
C -2.57 4.95 1.42
H 7.27 -0.44 -0.15
H 3.92 -4.03 0.32
H -6.55 -0.37 -1.82
H 3.91 2.32 -2.67
H 0.03 6.50 -3.51
H 3.19 0.11 -3.69
H 1.90 -3.64 -0.46
H -2.70 6.80 0.35
H 3.05 -3.88 -2.67
H 0.70 -0.62 -4.16
H 5.87 -4.34 -1.19
H -3.44 -0.98 4.67
H -3.67 -6.12 2.19
H 2.41 -2.37 -4.53
H 0.97 4.20 -3.47
H -1.06 -1.66 3.08
H -3.20 5.28 2.24
H -2.91 1.92 -1.96
H -4.90 0.99 -3.13
H -3.99 -5.25 -0.14
H 0.33 2.65 -1.68
H -3.47 -2.85 -0.57
H 3.05 -0.69 -0.63
H -3.62 1.14 5.30
H -1.50 7.23 -1.72
H -4.17 0.46 1.65
H -2.76 -4.58 3.91
H 1.82 1.08 -1.94
H -2.70 2.38 4.43
H 4.28 -0.72 -2.58
H 5.31 -0.11 1.31
H -1.72 -2.60 4.43
H 4.82 1.42 -1.45
H 1.96 -0.70 2.65
H 2.50 2.21 -0.74
H 7.54 -2.53 -1.43
H 4.93 0.39 -3.78
H -2.31 3.02 2.28
H -4.19 1.75 3.74
```

calculated total energy	-4405.7708	Ha
LUMO level (alpha / beta)	1.873 / 1.871	eV
multiplicity	6
net charge	-1
Kohn-Sham gap (alpha / beta)	0.190 / 0.220	Eh
strongest force on any atom	2.04	eV/Å

***

No. 4
A 2-piece molecular cluster, C3H7NO2S overall at a distorted geometry, computed with the ωB97M-V functional and the def2-TZVPD basis.

```
14
Properties=species:S:1:pos:R:3
S 1.39 0.71 0.13
O 1.05 1.38 -1.10
O -3.76 0.36 -0.37
N -2.67 0.66 -0.74
C -0.12 0.25 1.16
C -1.54 0.90 -0.96
C 1.77 -1.17 -0.19
H -0.72 1.21 -1.37
H -0.62 -0.70 0.70
H -0.85 0.95 1.40
H 0.95 -1.83 -0.12
H 0.36 0.02 2.10
H 2.58 -1.47 0.51
H 2.17 -1.27 -1.16
```

calculated total energy	-721.7456	Ha
LUMO level	0.608	eV
Kohn-Sham gap	0.375	Eh
strongest force on any atom	7.90	eV/Å

***

No. 5
An isolated ion of composition C5H10NO2 and charge -1 at a distorted geometry, computed with the ωB97M-V functional and the def2-TZVPD basis.

```
18
Properties=species:S:1:pos:R:3
O 3.46 1.12 -0.28
O -2.73 0.30 -1.83
N 1.58 0.36 0.58
C 0.25 -0.27 0.37
C 2.37 0.57 -0.50
C -0.51 -0.49 1.73
C -0.60 0.56 -0.59
C -1.72 -0.35 -1.31
H -0.08 0.07 2.56
H -0.52 -1.58 1.93
H 0.46 -1.29 0.02
H -1.31 1.34 -0.29
H -2.02 -1.16 -0.58
H 0.08 0.93 -1.37
H -1.48 -0.01 1.61
H -1.04 -0.88 -2.13
H 1.77 0.74 1.49
H 2.03 0.06 -1.41
```

calculated total energy	-401.7220	Ha
structure (SMILES)	C[C@@H](CC[O-])NC=O
LUMO level	3.634	eV
net charge	-1
Kohn-Sham gap	0.230	Eh
strongest force on any atom	3.81	eV/Å

***

No. 6
A 2-piece molecular cluster, C9H25ClN2O4P overall, computed with the ωB97M-V functional and the def2-TZVPD basis.

```
42
Properties=species:S:1:pos:R:3
Cl 4.65 0.36 2.03
P 3.70 0.78 0.28
O 2.62 -0.41 0.14
O 2.66 5.41 1.38
O 0.21 0.53 3.50
O 2.05 4.13 1.53
N -1.77 -0.83 -1.52
N 2.38 1.96 0.85
C -0.84 -1.07 -0.45
C 1.48 0.68 2.91
C 3.02 3.14 1.52
C -0.67 -2.50 0.08
C -3.84 -2.26 -1.03
C -1.42 -1.50 -2.77
C -2.21 -0.99 -3.96
C -3.18 -0.88 -1.17
C 1.18 1.43 1.62
H -3.26 -1.26 -3.90
H -1.53 -2.59 -2.71
H -1.53 -2.82 0.67
H -4.93 -2.14 -1.00
H -3.74 -0.31 -1.91
H 0.14 -0.33 3.91
H 0.21 -2.55 0.74
H -3.61 -2.90 -1.88
H -3.31 -0.32 -0.23
H 3.88 3.44 0.91
H 0.15 -0.72 -0.80
H 3.25 5.50 2.16
H 1.93 -0.29 2.70
H 2.00 2.33 -0.03
H 2.16 1.24 3.56
H -0.35 -1.31 -2.94
H -3.55 -2.77 -0.12
H 3.08 -1.22 -0.14
H 3.37 2.84 2.50
H -0.52 -3.21 -0.72
H 0.59 2.31 1.88
H 0.58 0.83 0.95
H -1.81 -1.43 -4.88
H -1.10 -0.41 0.39
H -2.14 0.10 -4.04
```

calculated total energy	-1569.5929	Ha
LUMO level	-3.650	eV
net charge	+1
Kohn-Sham gap	0.249	Eh
strongest force on any atom	0.60	eV/Å